{"formula": "C58H56F10NP", "method": "ωB97M-V/def2-TZVPD", "largest_force_ev_per_a": 1.72, "smiles": "CNCP[C@@H](C)F.Fc1ccccc1.Fc1ccccc1.Fc1ccccc1.Fc1ccccc1.Fc1ccccc1.Fc1ccccc1.Fc1ccccc1.Fc1ccccc1.Fc1ccccc1", "e_tot_ev": -99006.6838, "total_charge": 0, "symbols": ["C", "N", "C", "P", "C", "C", "F", "H", "H", "H", "H", "H", "H", "H", "H", "H", "H", "H", "F", "C", "C", "C", "C", "C", "C", "H", "H", "H", "H", "H", "F", "C", "C", "C", "C", "C", "C", "H", "H", "H", "H", "H", "F", "C", "C", "C", "C", "C", "C", "H", "H", "H", "H", "H", "F", "C", "C", "C", "C", "C", "C", "H", "H", "H", "H", "H", "F", "C", "C", "C", "C", "C", "C", "H", "H", "H", "H", "H", "F", "C", "C", "C", "C", "C", "C", "H", "H", "H", "H", "H", "F", "C", "C", "C", "C", "C", "C", "H", "H", "H", "H", "H", "F", "C", "C", "C", "C", "C", "C", "H", "H", "H", "H", "H", "F", "C", "C", "C", "C", "C", "C", "H", "H", "H", "H", "H"], "xyz": [[0.278101, -1.138196, 1.733649], [-0.100762, 0.192412, 1.317312], [-0.540866, 1.027574, 2.427867], [-2.366196, 0.783557, 2.734129], [-3.106873, -0.011749, 1.237449], [-4.262873, -0.882200, 1.679774], [-3.590797, 0.991958, 0.393617], [1.110526, -1.166232, 2.444870], [0.535222, -1.725840, 0.859970], [-0.573337, -1.625113, 2.201655], [0.608431, 0.630778, 0.746893], [-0.046884, 0.757684, 3.365811], [-0.326773, 2.072466, 2.270293], [-2.464794, -0.245631, 3.691843], [-2.380743, -0.579015, 0.665067], [-4.722157, -1.377192, 0.840742], [-3.915690, -1.584794, 2.425933], [-5.013215, -0.229593, 2.119407], [-5.382030, -1.903799, 4.666142], [-5.246627, -3.239856, 4.766308], [-5.910680, -4.053875, 3.871080], [-5.751602, -5.428001, 3.976125], [-4.940803, -5.965898, 4.967284], [-4.282376, -5.127219, 5.855928], [-4.433258, -3.752050, 5.755939], [-6.537599, -3.614068, 3.106731], [-6.260231, -6.080309, 3.279216], [-4.820220, -7.038125, 5.044262], [-3.648533, -5.542552, 6.628116], [-3.923239, -3.078146, 6.432328], [2.146004, 2.514342, 0.648818], [3.195410, 1.897532, 0.065344], [3.469648, 2.152042, -1.263316], [4.547045, 1.510978, -1.858084], [5.326295, 0.625677, -1.125439], [5.028344, 0.382546, 0.208687], [3.957534, 1.023832, 0.814689], [2.846906, 2.841576, -1.818380], [4.780371, 1.705139, -2.896648], [6.162653, 0.129013, -1.594760], [5.631117, -0.309648, 0.781150], [3.712302, 0.852893, 1.855087], [-4.639849, -3.412093, -0.239942], [-4.804371, -3.712638, -1.545073], [-5.305994, -2.745659, -2.392135], [-5.461980, -3.051177, -3.735695], [-5.123029, -4.311475, -4.209367], [-4.626076, -5.269952, -3.336908], [-4.459747, -4.971693, -1.992127], [-5.564736, -1.769836, -2.002062], [-5.842849, -2.301068, -4.415675], [-5.244468, -4.544866, -5.258762], [-4.364089, -6.253223, -3.703704], [-4.064984, -5.700340, -1.296481], [-2.405536, -3.094824, -7.797753], [-2.610381, -1.927746, -7.154727], [-1.853767, -1.637237, -6.037643], [-2.069589, -0.436896, -5.376865], [-3.035596, 0.448222, -5.836026], [-3.784889, 0.136512, -6.961746], [-3.571646, -1.059341, -7.632450], [-1.113840, -2.346125, -5.690495], [-1.484036, -0.194354, -4.500096], [-3.207139, 1.377726, -5.315503], [-4.537967, 0.826382, -7.317741], [-4.140909, -1.320281, -8.514754], [7.357751, -0.865764, -3.156646], [7.380999, -2.204363, -2.973337], [6.599244, -3.002843, -3.782356], [6.626780, -4.375995, -3.589926], [7.423741, -4.926540, -2.595337], [8.198980, -4.102302, -1.791835], [8.183464, -2.728015, -1.980677], [5.980942, -2.552135, -4.547227], [6.024082, -5.017178, -4.218569], [7.440015, -5.997872, -2.447223], [8.818271, -4.529023, -1.014603], [8.785170, -2.067572, -1.370141], [6.638902, 7.966453, -2.740718], [7.107811, 6.703473, -2.731935], [8.297836, 6.426813, -3.374612], [8.778315, 5.125606, -3.360604], [8.065676, 4.124334, -2.714849], [6.869710, 4.425114, -2.077600], [6.384447, 5.724770, -2.080564], [8.834271, 7.221010, -3.876441], [9.711856, 4.893746, -3.855337], [8.442195, 3.109825, -2.708743], [6.311897, 3.645074, -1.576680], [5.457773, 5.981711, -1.584488], [-0.169322, -5.500794, 5.250625], [0.101529, -4.584653, 6.200205], [1.129105, -4.825343, 7.090194], [1.405313, -3.877282, 8.064776], [0.653070, -2.712970, 8.141638], [-0.377724, -2.493515, 7.238290], [-0.656737, -3.432569, 6.255885], [1.699546, -5.741671, 7.016795], [2.210746, -4.048890, 8.766014], [0.870551, -1.977838, 8.904829], [-0.967571, -1.588330, 7.297429], [-1.451560, -3.276699, 5.537743], [1.217307, 4.337161, 7.746961], [0.494460, 4.529467, 6.625243], [-0.864765, 4.746005, 6.733448], [-1.604523, 4.945055, 5.577034], [-0.981571, 4.919910, 4.337037], [0.385918, 4.696958, 4.251727], [1.135494, 4.502960, 5.403226], [-1.330816, 4.755643, 7.709744], [-2.669853, 5.118153, 5.644509], [-1.562927, 5.069365, 3.437057], [0.872575, 4.671837, 3.285346], [2.203285, 4.333859, 5.359863], [-4.359522, 3.608607, -6.813909], [-4.135019, 4.530341, -5.854308], [-3.165425, 4.283171, -4.904156], [-2.934147, 5.232287, -3.919740], [-3.675415, 6.405519, -3.894930], [-4.648329, 6.631497, -4.859009], [-4.882100, 5.690407, -5.851098], [-2.600091, 3.363403, -4.938652], [-2.174773, 5.054067, -3.170576], [-3.495196, 7.142505, -3.123971], [-5.229466, 7.543451, -4.839059], [-5.631463, 5.849682, -6.614919]], "forces_ev_per_a": [[0.0, 0.0, -0.2], [0.2, 0.3, 0.0], [-0.2, -1.2, -0.2], [-0.6, 1.6, 0.4], [0.2, -0.6, 0.4], [0.0, 0.7, 0.0], [0.1, 0.1, -0.1], [0.1, 0.0, 0.1], [0.1, -0.2, -0.1], [-0.2, -0.1, 0.1], [0.1, 0.1, 0.2], [0.2, 0.0, 0.2], [-0.1, 0.3, -0.3], [0.4, -0.4, -0.3], [0.2, 0.0, -0.1], [0.0, -0.3, -0.2], [-0.1, -0.3, 0.0], [-0.1, 0.0, 0.3], [0.0, 0.1, 0.0], [0.1, -0.2, 0.0], [-0.1, 0.1, -0.1], [0.1, 0.0, 0.1], [0.0, 0.0, 0.0], [-0.1, 0.0, -0.1], [0.1, 0.1, 0.1], [0.0, 0.0, 0.0], [0.0, 0.0, 0.0], [0.0, 0.0, 0.0], [0.0, 0.0, 0.0], [0.0, 0.0, 0.0], [-0.1, 0.1, 0.0], [0.3, -0.2, -0.1], [-0.1, 0.2, -0.1], [0.0, -0.1, 0.1], [0.0, 0.0, 0.0], [0.0, 0.1, -0.1], [-0.1, 0.0, 0.2], [0.0, 0.0, 0.0], [0.0, 0.0, 0.0], [0.0, 0.0, 0.0], [0.0, 0.0, 0.0], [0.0, 0.0, 0.0], [0.0, -0.1, 0.0], [0.0, 0.0, -0.2], [0.0, 0.2, 0.1], [0.1, -0.1, 0.0], [0.0, 0.0, -0.1], [0.0, 0.1, 0.0], [0.1, -0.1, 0.1], [0.0, 0.0, 0.0], [0.0, 0.0, 0.0], [0.0, 0.0, 0.0], [0.0, 0.0, 0.0], [0.0, 0.0, 0.0], [0.0, 0.0, 0.0], [0.0, 0.2, 0.1], [0.1, -0.1, 0.1], [-0.1, 0.0, -0.1], [0.0, 0.0, 0.0], [0.0, 0.0, 0.1], [-0.1, 0.0, -0.1], [0.0, 0.0, 0.0], [0.0, 0.0, 0.0], [-0.1, 0.0, 0.0], [0.0, 0.0, 0.0], [0.0, 0.0, 0.0], [0.1, 0.0, -0.1], [0.0, -0.2, 0.0], [-0.1, 0.1, -0.1], [0.1, 0.0, 0.1], [0.0, -0.1, 0.0], [-0.1, 0.0, -0.1], [0.1, 0.1, 0.1], [0.0, 0.0, 0.0], [0.0, 0.0, 0.0], [0.0, 0.0, 0.0], [0.0, 0.0, 0.0], [0.0, 0.0, 0.0], [0.0, 0.0, 0.0], [0.1, -0.2, 0.0], [0.1, 0.1, -0.1], [-0.1, 0.0, 0.1], [0.0, -0.1, 0.0], [0.1, 0.0, 0.0], [-0.2, 0.0, 0.1], [0.0, 0.0, 0.0], [0.0, 0.0, 0.0], [0.0, 0.0, 0.0], [0.0, 0.0, 0.0], [0.0, 0.0, 0.0], [0.0, 0.0, 0.0], [0.0, 0.1, 0.1], [0.1, -0.1, 0.0], [-0.1, 0.1, 0.0], [0.0, 0.0, 0.1], [0.1, -0.1, 0.0], [-0.2, 0.1, -0.1], [0.0, 0.0, 0.0], [0.0, 0.0, 0.0], [0.0, 0.0, 0.0], [0.0, 0.0, 0.0], [0.0, 0.0, 0.0], [0.0, 0.0, 0.0], [-0.1, 0.0, -0.2], [-0.1, 0.0, 0.2], [0.1, 0.0, -0.1], [0.0, 0.0, -0.1], [-0.1, 0.0, 0.1], [0.2, 0.0, 0.0], [0.0, 0.0, 0.0], [0.0, 0.0, 0.0], [0.0, 0.0, 0.0], [0.0, 0.0, 0.0], [0.0, 0.0, 0.0], [0.0, 0.0, 0.0], [0.0, 0.1, 0.2], [0.1, -0.1, 0.0], [-0.1, 0.1, 0.0], [0.0, 0.0, 0.0], [0.1, -0.1, 0.0], [-0.1, 0.0, -0.1], [0.0, 0.0, 0.0], [0.0, 0.0, 0.0], [0.0, 0.0, 0.0], [0.0, 0.0, 0.0], [0.0, 0.0, 0.0]]}